The following is a quantum chemistry calculation of an isolated ion of composition C9H14N3 and charge +1 at a distorted geometry, from the Open Molecules 2025 dataset.

Element x y z (Å)
C 2.10 -1.94 0.73
C 1.22 -1.20 -0.23
C -0.07 -1.45 -0.37
N -1.23 -1.28 -0.66
C -2.14 -0.30 -0.32
C -3.54 -0.78 -0.18
C -1.79 0.99 -0.12
C -0.40 1.44 0.00
C 0.05 1.65 1.43
N 0.32 1.62 -1.05
N 1.69 1.28 -0.95
C 1.88 -0.25 -1.21
H 2.49 -1.28 1.51
H 2.94 -2.41 0.22
H 1.52 -2.73 1.21
H -4.23 0.04 -0.02
H -3.59 -1.46 0.67
H -3.85 -1.34 -1.06
H -2.56 1.69 0.15
H -0.04 2.72 1.63
H 1.07 1.36 1.63
H -0.61 1.13 2.11
H 2.13 1.52 -0.04
H 2.19 1.77 -1.70
H 2.95 -0.41 -1.18
H 1.49 -0.39 -2.22

As for the highest occupied orbital energy: -12.462 eV. The total charge is +1. The energy relative to the best compared isomer or geometry (same formula, charge and spin) is 81.09 kcal per mole. As for the SMILES: CC1=C=N/C(C)=C\C(C)=N\[NH2+]C1.